Entry 1:
Here is the ion C2N2O3P with charge -1 in a non-equilibrium geometry from the Open Molecules 2025 dataset. Energies are from the ωB97M-V functional and the def2-TZVPD basis.

Each line ends with the Löwdin spin population.
Atoms and positions in Å:
C1 -1.564674 -0.398486 0.527590  0.03
C2 0.876722 1.222476 -0.133997  0.71
N1 -1.291021 0.749624 0.654106  0.09
N2 -0.184485 1.536243 0.464881  0.25
O1 1.576582 -1.474743 0.332431  0.22
O2 2.346082 -0.518622 -1.972328  0.20
O3 -2.131046 -1.394358 0.434748  0.02
P1 1.400607 -0.498988 -0.763288  0.48

Atomic forces in eV per Å
C -0.144 -0.444 -0.570
C -0.878 -0.917 1.307
N 0.538 1.758 0.954
N 2.144 0.925 -1.626
O -0.124 -0.080 1.422
O -1.067 0.861 1.712
O -0.817 -2.261 0.015
P 0.348 0.157 -3.213

As for the HOMO energy (alpha / beta): -2.3 / -5.9 eV. Its net charge is -1. As for the spin multiplicity: 3. The value obtained for the HOMO-LUMO gap (alpha / beta) is 6.07 / 8.25 eV. As for the LUMO energy (alpha / beta): 0.138 / 0.085 Eh.

Entry 2:
Here is the molecule C4H9OP in a non-equilibrium geometry from the Open Molecules 2025 dataset. Energies are from the ωB97M-V functional and the def2-TZVPD basis.

Each line ends with the Löwdin spin population.
Atoms and positions in Å:
C1 -2.297619 -1.366925 -1.278958  0.81
C2 -0.948369 -1.434739 -1.118326  0.73
C3 1.295086 1.312744 1.397150  0.01
C4 0.430254 0.903394 0.168567  0.10
O1 1.137878 -1.763030 0.300321  0.02
P1 -0.263325 -0.888889 0.492730  0.20
H1 -2.806262 -1.615983 -2.149391  0.06
H2 -2.655528 -0.854708 -0.358548  0.04
H3 -0.376900 -2.132619 -1.760440  0.03
H4 0.840456 0.981903 2.323248  0.00
H5 2.170016 0.705211 1.453743  0.00
H6 1.517736 2.408764 1.293443  0.00
H7 0.942975 0.943124 -0.731332  0.00
H8 -0.440642 1.513305 0.157061  0.00
H9 1.499548 -1.597137 1.203036  0.00

Atomic forces in eV per Å
C -4.967 1.677 2.138
C 6.971 -0.488 1.227
C -0.611 0.285 -1.133
C -0.695 -1.473 3.144
O 0.347 0.754 2.144
P 0.226 0.032 -3.648
H -1.115 0.001 -1.127
H -1.468 -0.649 -1.233
H 0.084 0.308 0.908
H -0.739 0.834 0.356
H 1.251 0.005 -0.550
H -0.009 -1.131 0.706
H 0.928 -0.046 -1.732
H -0.791 0.664 -0.272
H 0.587 -0.772 -0.930

As for the HOMO energy (alpha / beta): -5.4 / -9.2 eV. Its net charge is 0. As for the spin multiplicity: 3. The value obtained for the HOMO-LUMO gap (alpha / beta) is 6.21 / 6.93 eV. As for the LUMO energy (alpha / beta): 0.028 / -0.082 Eh.

Entry 3:
Here is a cluster of 2 separate species, C6H15O3PS in total in a non-equilibrium geometry from the Open Molecules 2025 dataset. Energies are from the ωB97M-V functional and the def2-TZVPD basis.

Each line ends with the Löwdin charge.
Atoms and positions in Å:
C1 -3.812496 1.253953 -0.475790  -0.06
C2 1.046223 -2.961860 -0.715776  -0.07
C3 2.598725 2.166603 1.068050  -0.36
C4 -2.635827 0.924235 0.545655  -0.26
C5 0.433690 -2.311420 0.565953  -0.32
C6 0.662535 0.549339 -1.443111  -0.15
O1 3.721283 -0.172408 0.462008  -0.57
O2 -1.430785 1.034070 -0.303615  -0.38
O3 -0.466230 -1.300835 0.171122  -0.35
P1 -0.102291 0.313429 0.141142  0.77
S1 3.250115 0.986591 -0.208618  0.78
H1 -4.761932 1.174991 0.192478  0.10
H2 -3.737067 2.156542 -0.971855  0.03
H3 -3.581816 0.353205 -1.163208  0.10
H4 0.930695 -4.118989 -0.575544  0.10
H5 0.368716 -2.610705 -1.500141  0.06
H6 2.101110 -2.589753 -0.861096  0.08
H7 3.380196 2.435119 1.905892  0.08
H8 1.823935 1.545061 1.492276  -0.06
H9 2.114291 3.130540 0.613464  0.08
H10 -2.762904 0.024887 1.195817  0.12
H11 -2.464828 1.751498 1.202553  0.09
H12 1.266744 -1.969129 1.191454  0.11
H13 -0.064301 -3.047711 1.085443  0.08
H14 1.178060 -0.279738 -1.916691  0.01
H15 0.944163 1.562479 -1.697863  0.00

Atomic forces in eV per Å
C 0.421 -5.039 3.151
C -0.184 -0.942 1.130
C 0.828 1.248 0.382
C -0.087 2.221 -1.113
C 2.315 0.812 -1.767
C 1.123 -0.247 0.563
O 1.175 -3.364 2.214
O -2.575 -0.942 0.224
O -0.852 0.794 -0.166
P 1.756 -1.004 0.728
S -1.272 4.392 -1.924
H 1.256 -0.019 -1.773
H 0.386 1.822 -0.775
H -1.484 1.543 0.535
H 0.714 2.114 -0.661
H 0.430 -0.418 -0.276
H -1.100 -0.771 -0.112
H -1.330 -0.548 -1.888
H -0.430 0.165 0.514
H 1.078 -1.884 0.637
H 0.275 0.255 -1.248
H -0.385 0.527 0.879
H -0.300 0.423 0.103
H -1.514 -1.343 1.278
H -0.066 0.199 -0.227
H -0.180 0.005 -0.408

As for the HOMO energy (alpha / beta): -8.1 / -7.9 eV. Its net charge is 0. The value obtained for the HOMO-LUMO gap (alpha / beta) is 7.82 / 7.50 eV. As for the LUMO energy (alpha / beta): -0.011 / -0.016 Eh.

Entry 4:
Here is a structure of composition C31H32AsNO7S5SbTeW in a non-equilibrium geometry from the Open Molecules 2025 dataset. Energies are from the ωB97M-V functional and the def2-TZVPD basis.

Each line ends with the Löwdin spin population.
Atoms and positions in Å:
W1 0.423100 -0.768714 -2.750358  0.00
S1 -5.308004 -1.919606 -3.807362  0.57
Sb1 -3.761721 -0.227798 -3.983644  -0.02
S2 -0.246511 -1.029752 -4.982823  0.00
S3 -1.451424 -2.008869 -3.615715  0.00
S4 -4.535972 0.324586 -1.903772  0.42
O1 2.308568 -2.767527 0.855618  0.00
As1 1.751474 -3.203364 -0.730782  0.00
O2 0.660703 -4.391813 -0.705214  0.00
O3 1.095351 -1.664865 -1.261209  0.00
C1 3.493216 -3.362473 -1.542392  0.00
C2 4.481783 -3.920709 -0.743239  0.00
C3 5.762529 -4.109608 -1.247494  0.00
C4 6.069179 -3.741919 -2.544707  0.00
C5 5.093377 -3.180326 -3.355572  0.00
C6 3.817504 -2.995566 -2.850699  0.00
S5 2.618594 -2.274857 -3.911809  0.00
O4 3.028629 -2.464893 -5.259564  0.00
O5 2.475487 -0.826320 -3.492310  0.00
O6 1.326313 -2.863559 -3.472007  0.00
H1 1.634467 -2.952095 1.523527  0.00
H2 4.249502 -4.203720 0.273680  0.00
H3 6.521548 -4.551549 -0.615808  0.00
H4 7.066822 -3.894437 -2.933797  0.00
H5 5.300200 -2.895800 -4.377886  0.00
C7 3.402361 0.617231 5.424106  0.00
C8 2.490103 0.647171 4.227675  0.00
C9 2.525199 1.697750 3.323989  0.00
C10 1.697454 1.735093 2.205157  0.00
C11 1.799033 2.910286 1.268162  0.00
C12 0.802988 0.676618 1.993032  0.00
Te1 -0.424911 0.800376 0.282883  0.00
N1 0.886941 1.063698 -2.914445  0.00
C13 -0.355379 1.515318 -2.856929  0.00
O7 -1.213457 0.559581 -2.619263  0.00
C14 -0.804783 2.893547 -2.991903  0.00
C15 -2.128977 3.214852 -2.688340  0.01
C16 -2.546302 4.528227 -2.810592  0.00
C17 -1.651654 5.504431 -3.233890  0.00
C18 -0.333937 5.180399 -3.533053  0.00
C19 0.096212 3.870793 -3.408727  0.00
C20 -2.274854 0.306804 1.155721  0.00
C21 -2.945033 -0.876216 0.833409  0.00
C22 -2.407896 -1.967064 -0.051259  0.00
C23 -4.196017 -1.096998 1.409180  0.00
C24 -4.779852 -0.193144 2.279730  0.00
C25 -6.150607 -0.437061 2.849426  0.00
C26 -4.084013 0.969309 2.586571  0.00
C27 -2.840754 1.245761 2.033117  0.00
C28 -2.153274 2.535129 2.402316  0.00
C29 0.758752 -0.405243 2.882354  0.00
C30 -0.161903 -1.579800 2.701207  0.00
C31 1.603285 -0.392573 3.987596  0.00
H6 3.884221 1.582247 5.575870  0.00
H7 4.185915 -0.132320 5.295484  0.00
H8 2.852400 0.363095 6.330996  0.00
H9 3.216053 2.517510 3.490750  0.00
H10 2.548538 3.615817 1.624118  0.00
H11 0.842417 3.431819 1.186114  0.00
H12 2.084421 2.599111 0.260366  0.00
H13 -2.809942 2.444034 -2.346935  0.01
H14 -3.568337 4.791891 -2.573017  0.00
H15 -1.984575 6.530195 -3.328895  0.00
H16 0.354576 5.947565 -3.860680  0.00
H17 1.117761 3.588388 -3.628392  0.00
H18 -1.897951 -1.623751 -0.947162  0.00
H19 -3.227698 -2.601679 -0.387916  0.00
H20 -1.712561 -2.612516 0.490494  0.00
H21 -4.731195 -2.004032 1.150540  0.00
H22 -6.423237 -1.489924 2.788191  0.00
H23 -6.898508 0.132692 2.293630  0.00
H24 -6.205914 -0.124299 3.892560  0.00
H25 -4.526855 1.688568 3.267933  0.00
H26 -2.774751 3.112410 3.085393  0.00
H27 -1.957854 3.142291 1.515856  0.00
H28 -1.191752 2.349872 2.887556  0.00
H29 -0.214342 -1.877267 1.651360  0.00
H30 -1.183730 -1.343960 3.004160  0.00
H31 0.173960 -2.428099 3.300143  0.00
H32 1.565505 -1.228377 4.679592  0.00

Atomic forces in eV per Å
W 0.329 0.100 -1.176
S 0.024 0.020 0.042
Sb -0.046 0.031 0.053
S -0.200 -0.035 -0.096
S -0.128 -0.252 0.030
S -0.048 -0.065 -0.102
O 0.096 0.106 0.182
As 0.014 -0.511 -0.123
O 0.131 0.186 -0.051
O -0.099 0.316 0.258
C 0.053 0.026 -0.156
C -0.057 0.013 0.003
C 0.013 -0.028 0.071
C 0.026 0.016 -0.061
C -0.036 -0.008 0.060
C 0.077 -0.016 0.143
S -0.195 -0.101 0.068
O -0.002 0.047 0.047
O -0.318 -0.330 -0.039
O 0.290 -0.017 0.013
H -0.039 0.004 -0.027
H 0.030 -0.005 0.006
H -0.007 0.002 0.001
H -0.004 -0.002 0.005
H 0.017 -0.007 0.006
C -0.014 -0.002 -0.018
C 0.028 -0.003 0.038
C -0.006 0.029 -0.038
C 0.037 -0.074 0.090
C -0.020 -0.008 0.006
C 0.065 0.024 0.048
Te -0.113 -0.003 -0.042
N 0.041 0.305 0.400
C -0.010 0.251 0.129
O 0.206 -0.108 0.102
C 0.010 -0.055 -0.040
C 0.084 0.042 -0.038
C -0.019 -0.005 0.010
C -0.015 0.021 0.004
C 0.028 -0.041 0.000
C 0.009 0.027 0.007
C -0.005 0.046 0.033
C -0.128 -0.021 0.081
C -0.087 -0.214 -0.036
C 0.030 -0.022 0.003
C -0.038 -0.013 0.015
C 0.023 0.006 -0.023
C 0.027 0.046 0.013
C -0.073 -0.037 0.025
C -0.003 -0.055 -0.018
C 0.079 0.058 0.068
C 0.008 0.052 -0.051
C -0.045 -0.042 -0.013
H 0.001 -0.002 0.004
H -0.001 0.003 0.000
H 0.003 0.001 -0.002
H -0.005 -0.006 -0.004
H 0.001 -0.002 0.001
H 0.023 -0.002 -0.014
H -0.010 0.010 -0.003
H -0.018 -0.017 0.014
H 0.005 0.001 -0.004
H -0.001 -0.002 0.000
H -0.007 0.006 0.002
H -0.005 -0.005 -0.002
H -0.011 0.260 0.074
H -0.014 0.022 -0.004
H 0.024 0.000 -0.030
H 0.001 0.008 -0.002
H 0.003 0.003 0.003
H -0.001 -0.008 0.004
H -0.001 -0.004 -0.001
H 0.009 -0.003 -0.003
H 0.002 0.002 0.003
H -0.002 0.008 0.007
H -0.015 0.018 0.002
H -0.014 0.025 0.031
H 0.006 -0.010 -0.004
H 0.004 -0.008 0.013
H 0.006 0.009 0.003

As for the HOMO energy (alpha / beta): -7.9 / -7.9 eV. Its net charge is 0. As for the spin multiplicity: 2. The value obtained for the HOMO-LUMO gap (alpha / beta) is 6.06 / 6.05 eV. As for the LUMO energy (alpha / beta): -0.067 / -0.067 Eh.